ORCA calculation (the ωB97M-V functional and the def2-TZVPD basis) on a molecular structure, F2HInNO5S2.

Values from the calculation:
- HOMO energy (Eh) = -0.542
- gap between HOMO and LUMO (Ha) = 0.12580
- charge = +1
- energy (a.u.) = -1617.20906
- spin multiplicity = 1
- molar mass (g mol⁻¹) = 311.96

Last column: natural (NBO) charge in e.
CARTESIAN COORDINATES (ANGSTROEM)
F1 0.029 -1.798 0.728  -0.4703
O1 0.860 -0.914 3.518  -0.6352
O2 1.121 -1.467 -1.319  -0.7927
F2 -0.727 2.522 -1.034  -0.4938
N1 -0.288 0.411 -0.255  -1.0059
In1 0.163 1.414 2.357  1.3321
O3 -1.324 -1.729 -1.187  -0.7540
S1 -0.343 1.120 -1.678  2.4331
S2 -0.117 -1.183 -0.705  2.4383
O4 0.924 1.324 -2.281  -0.7675
H1 1.147 -0.584 4.392  0.4541
O5 -1.443 0.884 -2.535  -0.7381